Record 1
106
Properties=species:S:1:pos:R:3:lowdin_charge:R:1 method="wB97M-V/def2-TZVPD" e_lumo_ev=0.22 orbital_gap_ev=8.45 max_force_ev_per_a=2.81 multiplicity=1 homo_energy_ev=-8.23 e_tot_ev=-55920.1115 smiles="CCCN[C@@]1(I)OC(=O)O[C@]1(CC)CC(=O)N(C)C.CCN(CC)CC.CCN(CC)CC.CCN(CC)CC"
C 3.903 1.271 -0.058 -0.0838
C 2.510 1.498 0.558 -0.2134
C 2.289 2.890 1.162 -0.1755
N 1.067 3.524 0.595 0.0089
C 1.286 4.771 -0.012 -0.7294
I 1.260 6.372 1.553 0.9592
O 2.477 4.905 -0.725 0.0175
C 2.336 6.181 -1.308 -0.5815
O 3.240 6.968 -1.488 0.1588
O 1.036 6.358 -1.598 0.0433
C 0.312 5.157 -1.142 -0.3703
C 0.394 4.276 -2.389 -0.1159
C 0.226 2.768 -2.166 -0.0633
C -1.097 5.553 -0.741 -0.0388
C -2.157 4.582 -1.209 -0.4516
O -2.692 4.677 -2.291 0.1210
N -2.451 3.569 -0.259 -0.1520
C -3.002 2.369 -0.898 -0.0626
C -3.366 4.091 0.763 -0.0501
H 4.562 2.118 0.041 0.0666
H 3.791 1.039 -1.106 0.0616
H 4.354 0.392 0.377 0.0548
H 1.764 1.321 -0.195 0.0733
H 2.333 0.756 1.322 0.0892
H 2.100 2.753 2.217 0.1124
H 3.160 3.523 1.091 0.1066
H 0.445 3.710 1.362 0.0875
H -0.346 4.609 -3.096 0.1187
H 1.345 4.431 -2.861 0.1196
H 1.172 2.257 -2.218 0.0693
H -0.389 2.338 -2.945 0.0771
H -0.266 2.535 -1.241 0.0471
H -1.162 5.606 0.337 0.0533
H -1.305 6.506 -1.193 0.1441
H -2.653 2.282 -1.909 0.0725
H -4.085 2.365 -0.902 0.0784
H -2.656 1.498 -0.352 0.0891
H -3.115 5.124 0.954 0.0864
H -3.288 3.480 1.650 0.0853
H -4.405 4.047 0.446 0.0806
C -10.537 1.993 2.596 -0.0903
C -9.093 1.519 2.659 -0.2760
N -8.188 2.310 1.846 -0.1987
C -6.871 1.715 1.717 -0.2491
C -6.009 1.583 2.980 -0.0850
C -8.213 3.742 2.091 -0.2461
C -7.885 4.240 3.506 -0.0812
H -10.904 1.993 1.569 0.0800
H -11.166 1.322 3.182 0.0728
H -10.661 2.995 3.009 0.0636
H -9.061 0.492 2.286 0.1176
H -8.782 1.476 3.715 0.1006
H -6.307 2.272 0.962 0.0953
H -7.003 0.716 1.289 0.1105
H -5.576 2.538 3.276 0.0488
H -5.176 0.903 2.788 0.0694
H -6.566 1.180 3.825 0.0654
H -9.205 4.111 1.821 0.0996
H -7.540 4.220 1.376 0.1110
H -8.356 3.631 4.278 0.0675
H -8.251 5.261 3.630 0.0716
H -6.813 4.263 3.694 0.0525
C 1.237 -2.136 -1.181 -0.0790
C 2.100 -2.495 0.019 -0.2723
N 1.349 -2.735 1.235 -0.1957
C 2.196 -2.836 2.411 -0.2468
C 3.190 -4.002 2.497 -0.0800
C 0.291 -3.725 1.131 -0.2455
C 0.674 -5.148 0.699 -0.0799
H 0.631 -1.250 -0.980 0.0736
H 1.876 -1.920 -2.038 0.0639
H 0.573 -2.951 -1.471 0.0665
H 2.772 -1.650 0.195 0.1024
H 2.738 -3.352 -0.250 0.0915
H 1.556 -2.849 3.297 0.1119
H 2.763 -1.901 2.482 0.1036
H 2.696 -4.939 2.748 0.0562
H 3.918 -3.805 3.285 0.0720
H 3.746 -4.141 1.569 0.0575
H -0.456 -3.346 0.431 0.0993
H -0.230 -3.768 2.090 0.1140
H 1.394 -5.151 -0.121 0.0645
H -0.215 -5.679 0.352 0.0715
H 1.088 -5.728 1.522 0.0547
C 6.173 -7.734 -1.357 -0.0900
C 5.476 -6.426 -1.697 -0.2763
N 6.393 -5.330 -1.950 -0.1985
C 5.727 -4.042 -2.033 -0.2463
C 4.745 -3.812 -3.189 -0.0807
C 7.411 -5.583 -2.955 -0.2469
C 6.953 -5.948 -4.374 -0.0827
H 6.821 -7.617 -0.488 0.0799
H 5.427 -8.495 -1.124 0.0726
H 6.771 -8.111 -2.187 0.0635
H 4.852 -6.146 -0.843 0.1127
H 4.788 -6.603 -2.540 0.1004
H 6.486 -3.255 -2.052 0.1132
H 5.188 -3.892 -1.091 0.0951
H 5.265 -3.626 -4.127 0.0562
H 4.137 -2.928 -2.984 0.0578
H 4.062 -4.650 -3.329 0.0670
H 8.054 -6.385 -2.587 0.0990
H 8.066 -4.709 -3.001 0.1142
H 6.122 -6.654 -4.371 0.0670
H 7.777 -6.418 -4.916 0.0709
H 6.657 -5.071 -4.947 0.0539



Record 2
9
Properties=species:S:1:pos:R:3:lowdin_charge:R:1 method="wB97M-V/def2-TZVPD" e_lumo_ev=-0.51 e_above_lowest_kcal_mol=145.24 orbital_gap_ev=8.15 max_force_ev_per_a=2.99 multiplicity=1 homo_energy_ev=-8.66 e_tot_ev=-144727.7031
C 1.428 -0.184 -0.419 0.0571
C -0.882 0.202 -2.505 -0.5340
C -0.023 -0.378 1.524 -0.5496
N 0.694 -0.192 0.528 -0.1821
Br -2.048 -0.296 -1.223 0.5967
Br -0.609 1.240 2.581 0.5240
H 2.492 -0.413 -0.194 0.0785
H -0.614 1.315 -2.265 -0.0693
H -0.437 -1.295 1.973 0.0787



Record 3
90
Properties=species:S:1:pos:R:3:lowdin_charge:R:1 method="wB97M-V/def2-TZVPD" e_lumo_ev=0.04 e_above_lowest_kcal_mol=8.16 orbital_gap_ev=10.26 max_force_ev_per_a=6.10 multiplicity=1 homo_energy_ev=-10.22 e_tot_ev=-60496.5239 smiles="CCOC(C)=O.CCOC(C)=O.CCOC(C)=O.CCOC(C)=O.CCOC(C)=O.O=C1OCCO1.O=C1OCCO1"
C -6.879 -12.716 0.132 -0.0690
C -6.269 -11.486 -0.571 -0.2148
O -5.690 -10.622 0.451 -0.0748
C -5.130 -9.326 0.245 -0.4062
C -4.611 -8.541 1.509 0.0206
O -5.171 -8.801 -0.870 0.0558
H -7.239 -13.310 -0.708 0.0764
H -7.810 -12.453 0.635 0.0677
H -6.292 -13.138 0.948 0.0784
H -5.533 -11.755 -1.329 0.1163
H -7.035 -10.911 -1.091 0.1163
H -4.866 -7.487 1.402 0.0822
H -3.522 -8.533 1.553 0.0764
H -4.999 -9.082 2.372 0.0747
C -2.887 2.618 7.047 -0.0592
C -3.996 2.761 5.923 -0.2048
O -3.623 3.925 5.217 -0.0524
C -3.630 4.093 3.818 -0.3781
C -3.260 5.509 3.366 0.0014
O -3.866 3.269 2.851 0.0117
H -1.979 2.209 6.605 0.0693
H -3.153 2.048 7.938 0.0657
H -2.561 3.566 7.477 0.0668
H -4.014 1.902 5.252 0.1170
H -4.958 2.846 6.428 0.1128
H -4.192 5.996 3.079 0.0866
H -2.645 5.372 2.477 0.0846
H -2.736 6.095 4.121 0.0788
C -5.804 4.329 -5.139 -0.0592
C -6.213 3.767 -6.532 -0.2307
O -7.603 3.680 -6.402 -0.0399
C -8.426 4.375 -7.285 -0.5140
C -9.916 4.243 -7.010 0.0169
O -8.170 5.023 -8.236 0.1222
H -4.752 4.095 -4.977 0.0665
H -6.450 4.038 -4.311 0.0774
H -5.838 5.416 -5.222 0.0711
H -6.012 4.529 -7.285 0.1095
H -5.632 2.890 -6.817 0.1179
H -10.076 3.175 -6.858 0.0867
H -10.482 4.826 -7.736 0.0918
H -9.997 4.692 -6.020 0.0837
C 5.174 10.268 0.050 -0.0403
C 6.156 9.058 0.569 -0.1849
O 6.399 8.034 -0.376 -0.0628
C 5.580 6.937 -0.559 -0.4380
C 5.984 6.424 -1.989 0.0104
O 4.525 6.611 -0.014 0.0806
H 4.929 10.842 0.944 0.0608
H 4.195 9.903 -0.258 0.0615
H 5.675 10.866 -0.712 0.0628
H 7.091 9.557 0.826 0.1103
H 5.692 8.550 1.414 0.1098
H 5.154 5.794 -2.309 0.0772
H 6.936 5.896 -1.951 0.0747
H 6.239 7.164 -2.748 0.0777
C 7.616 -1.184 4.214 -0.0698
C 8.563 -0.034 4.416 -0.2516
O 9.888 -0.483 4.569 -0.0166
C 10.629 -0.715 3.462 -0.5058
C 11.927 -1.492 3.809 0.0154
O 10.264 -0.664 2.321 0.1088
H 6.634 -0.939 4.617 0.0787
H 7.945 -2.087 4.730 0.0825
H 7.549 -1.424 3.153 0.0784
H 8.346 0.692 3.633 0.1247
H 8.440 0.461 5.379 0.1219
H 12.261 -2.064 2.943 0.0783
H 11.940 -2.175 4.658 0.0790
H 12.732 -0.767 3.926 0.0759
O -0.125 -0.650 1.760 0.1218
C -0.179 -0.456 0.546 -0.6156
O -1.019 -1.023 -0.258 0.0948
C -1.053 -0.441 -1.494 -0.1449
C 0.294 0.313 -1.537 -0.0493
O 0.469 0.485 -0.095 0.0708
H -1.184 -1.171 -2.293 0.1293
H -1.921 0.188 -1.692 0.1335
H 0.231 1.310 -1.972 0.1301
H 1.167 -0.222 -1.911 0.1293
O 4.463 -7.733 -3.627 0.1112
C 3.494 -7.107 -3.182 -0.6288
O 2.343 -6.928 -3.795 0.0618
C 1.495 -6.054 -3.027 -0.1046
C 2.101 -6.166 -1.637 -0.0587
O 3.448 -6.587 -2.011 0.0965
H 1.311 -5.096 -3.514 0.1274
H 0.602 -6.627 -3.280 0.1326
H 1.557 -6.932 -1.085 0.1312
H 1.963 -5.251 -1.060 0.1314



Record 4
16
Properties=species:S:1:pos:R:3:lowdin_charge:R:1 method="wB97M-V/def2-TZVPD" e_lumo_ev=0.90 e_above_lowest_kcal_mol=100.31 orbital_gap_ev=8.19 max_force_ev_per_a=3.20 multiplicity=1 homo_energy_ev=-7.29 e_tot_ev=-8760.1753
C -0.072 -0.200 3.116 -0.0269
C 0.469 -0.197 -0.667 -0.3810
C 1.175 1.109 -0.913 -0.0779
C -0.078 -0.857 -1.919 -0.0319
N 0.253 -0.328 0.580 -0.0037
N -0.669 -1.239 1.067 -0.0573
N -0.731 -1.048 2.351 -0.1458
H -0.052 -0.206 4.185 0.0347
H 0.796 0.460 2.731 0.0822
H 1.483 1.589 0.085 0.0908
H 0.356 1.792 -1.183 0.0820
H 2.107 1.111 -1.484 0.0716
H 0.727 -1.346 -2.306 0.0385
H -0.385 -0.140 -2.689 0.0831
H -0.858 -1.603 -1.885 0.0683
H -1.529 -1.649 2.673 0.1733



Record 5
9
Properties=species:S:1:pos:R:3:lowdin_charge:R:1 method="wB97M-V/def2-TZVPD" e_lumo_ev=-0.12 e_above_lowest_kcal_mol=105.99 orbital_gap_ev=10.73 max_force_ev_per_a=2.87 multiplicity=1 homo_energy_ev=-10.85 e_tot_ev=-11119.0250 smiles="N#CN(N)[N+](=O)[O-]"
N -1.433 -1.986 0.322 0.1799
C -0.873 -1.020 0.050 -0.2885
N -0.030 -0.017 -0.087 -0.1198
N 1.405 -0.228 -0.195 0.1138
N -0.567 1.323 -0.051 -0.3863
O -1.730 1.413 -0.307 0.1220
O 0.206 2.132 0.354 0.1230
H 1.359 -1.095 -0.859 0.1446
H 1.663 -0.523 0.774 0.1111



Record 6
21
Properties=species:S:1:pos:R:3:lowdin_charge:R:1 method="wB97M-V/def2-TZVPD" e_lumo_ev=-3.96 e_above_lowest_kcal_mol=85.58 orbital_gap_ev=7.90 total_charge=+1 max_force_ev_per_a=4.74 multiplicity=1 homo_energy_ev=-11.86 e_tot_ev=-10310.3773
C -1.683 0.746 1.308 0.0245
C 0.610 0.324 -0.861 -0.4254
C 0.911 -2.027 -0.422 -0.0944
C 0.140 -1.001 -1.256 -0.1844
N -0.127 1.163 -0.214 -0.0644
N 1.879 0.626 -1.238 0.1682
N 0.431 2.157 0.425 -0.0136
N -2.245 -0.440 1.686 0.0814
H -0.982 1.141 2.083 0.1153
H -2.405 1.464 0.819 0.1294
H 0.605 -3.068 -0.640 0.0879
H 0.743 -1.786 0.657 0.0883
H 1.998 -2.066 -0.576 0.0775
H -0.900 -1.087 -1.098 0.0883
H 0.403 -1.208 -2.400 0.1706
H 2.280 -0.103 -1.744 0.0806
H 2.163 1.654 -1.301 0.1525
H 1.431 2.369 0.269 0.1032
H -0.161 2.986 0.677 0.1339
H -3.111 -0.978 1.287 0.1844
H -1.980 -0.867 2.542 0.0959



Record 7
18
Properties=species:S:1:pos:R:3:lowdin_charge:R:1 method="wB97M-V/def2-TZVPD" e_lumo_ev="-6.52 / -6.52" e_above_lowest_kcal_mol=39.19 orbital_gap_ev="6.17 / 6.17" total_charge=+1 max_force_ev_per_a=4.15 multiplicity=1 homo_energy_ev="-12.69 / -12.69" e_tot_ev=-29180.1872
C -2.320 0.217 2.270 -0.5024
C -1.847 -0.019 -0.499 -0.2758
C 1.045 0.049 -1.021 0.0337
C -2.451 -1.250 -1.335 -0.5998
N -3.080 0.524 1.349 -0.0291
N -3.002 0.593 0.102 0.0686
N -0.914 -0.309 0.414 0.1542
N 0.340 -0.230 0.212 0.0730
F -1.456 -1.747 -2.013 0.1938
F -2.991 -2.229 -0.525 0.1380
F -3.398 -0.891 -2.109 0.2541
S -2.558 -0.717 3.672 0.8384
H -1.393 0.535 -1.361 0.1662
H 0.350 0.527 -1.854 0.1530
H 2.003 0.499 -0.774 0.1170
H 1.090 -0.914 -1.460 0.0943
H 0.848 -0.295 1.072 0.1799
H -2.081 0.333 4.481 -0.0570



Record 8
121
Properties=species:S:1:pos:R:3:lowdin_charge:R:1 method="wB97M-V/def2-TZVPD" e_lumo_ev=-6.60 orbital_gap_ev=9.57 total_charge=+4 max_force_ev_per_a=3.72 multiplicity=1 homo_energy_ev=-16.17 e_tot_ev=-80610.5791
C 0.596 -21.382 6.939 -0.0172
C -0.097 -20.057 6.603 -0.3255
C 0.909 -18.946 6.396 -0.2469
O 0.233 -17.748 6.241 -0.1746
C 1.052 -16.698 5.716 -0.0490
N -0.831 -20.193 5.291 0.1909
H -0.145 -20.618 4.662 0.1670
H -1.691 -20.833 5.445 0.1207
H -1.087 -19.207 5.077 0.1686
H 0.158 -22.300 6.573 0.0851
H 0.662 -21.431 8.003 0.0829
H 1.607 -21.226 6.582 0.0851
H -0.917 -19.800 7.319 0.1711
H 1.608 -19.183 5.560 0.1480
H 1.487 -18.979 7.322 0.1444
H 0.537 -16.104 4.943 0.1071
H 1.958 -17.193 5.359 0.0859
H 1.441 -16.049 6.483 0.0883
C 2.068 -19.797 15.391 -0.0325
C 0.689 -20.295 15.687 -0.3089
C -0.172 -20.758 14.583 -0.1935
O -1.300 -21.420 15.158 -0.2423
C -2.206 -22.053 14.266 -0.0674
N 0.656 -21.472 16.726 0.2348
H 1.426 -22.106 16.540 0.1620
H 0.687 -21.176 17.706 0.1792
H -0.225 -22.039 16.568 0.1714
H 2.646 -19.413 16.233 0.1005
H 2.050 -18.980 14.675 0.1032
H 2.706 -20.597 14.977 0.1016
H 0.121 -19.461 16.150 0.1695
H 0.388 -21.502 13.864 0.1762
H -0.590 -19.949 13.966 0.1484
H -3.044 -22.249 14.902 0.0881
H -1.723 -22.928 13.769 0.1103
H -2.637 -21.367 13.505 0.1013
C -4.682 -26.538 7.047 -0.0158
C -5.752 -26.000 8.024 -0.2441
C -6.713 -27.186 8.542 -0.1561
O -5.909 -28.120 9.264 -0.1928
C -6.691 -29.211 9.605 -0.1147
N -5.287 -25.369 9.320 0.2012
H -5.996 -25.298 10.015 0.1443
H -4.472 -25.880 9.715 0.0973
H -4.918 -24.394 9.127 0.1636
H -5.145 -26.587 6.046 0.0779
H -4.349 -27.569 7.292 0.0984
H -3.820 -25.872 7.108 0.0570
H -6.307 -25.197 7.507 0.1487
H -7.212 -27.718 7.741 0.1298
H -7.441 -26.814 9.253 0.1180
H -7.711 -28.978 9.964 0.1054
H -6.207 -29.746 10.392 0.0890
H -6.825 -29.824 8.732 0.0939
C 1.228 -29.653 9.322 -0.0324
C 0.568 -30.202 10.579 -0.2584
C 1.532 -30.665 11.704 -0.2197
O 2.189 -31.770 11.151 -0.1752
C 3.399 -32.059 11.882 -0.0411
N -0.266 -29.060 11.202 0.2291
H -1.182 -28.995 10.720 0.1680
H -0.508 -29.319 12.152 0.1627
H 0.137 -28.159 11.103 0.0983
H 0.465 -29.467 8.548 0.0796
H 1.877 -30.389 8.858 0.0971
H 1.784 -28.698 9.457 0.1033
H -0.124 -31.034 10.340 0.1692
H 1.016 -30.983 12.602 0.1287
H 2.223 -29.845 11.971 0.1419
H 3.249 -31.988 12.947 0.0894
H 4.075 -31.338 11.534 0.0778
H 3.705 -33.080 11.692 0.1032
C -11.570 -13.898 11.278 -0.0430
C -10.938 -15.114 11.947 -0.3034
C -9.692 -14.782 12.749 -0.2483
O -9.292 -15.934 13.428 -0.2332
C -8.073 -15.929 14.270 -0.0221
N -11.891 -15.638 13.056 0.2104
H -12.193 -14.846 13.663 0.1847
H -12.739 -16.089 12.704 0.1724
H -11.279 -16.239 13.698 0.1819
H -11.587 -12.982 11.887 0.1000
H -12.598 -14.165 11.010 0.0921
H -11.115 -13.567 10.330 0.1058
H -10.637 -15.888 11.169 0.1815
H -9.897 -13.872 13.375 0.1494
H -8.900 -14.417 11.976 0.1724
H -7.900 -16.941 14.700 0.0983
H -8.155 -15.278 15.208 0.1138
H -7.327 -15.506 13.591 0.0871
C -3.667 -22.470 2.057 -0.0276
C -4.987 -23.160 2.178 -0.3257
C -4.818 -24.702 2.297 -0.1781
O -6.011 -25.203 2.818 -0.2301
C -6.286 -26.592 2.967 -0.0495
N -5.747 -22.717 3.369 0.2047
H -6.281 -21.874 3.222 0.1704
H -6.423 -23.463 3.616 0.1589
H -5.105 -22.707 4.201 0.1008
H -3.011 -23.015 2.730 0.0868
H -3.842 -21.447 2.303 0.0863
H -3.314 -22.543 1.061 0.0905
H -5.562 -22.904 1.281 0.1619
H -3.912 -24.900 2.913 0.1336
H -4.488 -25.154 1.338 0.1518
H -6.051 -27.100 2.001 0.1102
H -7.366 -26.681 3.293 0.1198
H -5.610 -26.980 3.726 0.0675
C -0.724 -26.510 8.428 -0.7015
F 0.600 -26.529 8.490 0.1518
F -1.242 -25.957 7.385 0.1847
F -1.227 -27.757 8.565 0.0944
S -1.356 -25.571 9.897 0.5224
O -1.323 -24.203 9.453 -0.3074
O -2.752 -26.029 10.026 -0.3506
O -0.488 -26.047 10.978 -0.3293
O -3.611 -23.436 7.580 0.0328
C -3.733 -22.662 6.444 -0.7206
O -2.651 -22.097 6.116 -0.0461
O -4.825 -22.725 5.858 -0.0080
H -2.723 -23.292 7.976 0.0891